[1]
# C3H5N3O

One molecule with the formula C3H5N3O (wB97M-V/def2-TZVPD, the Open Molecules 2025 dataset).

The geometry in XYZ format:
```
12
Properties=species:S:1:pos:R:3:forces:R:3
N 2.1413 -0.0541 -0.0804 0.019 -0.015 -0.112
C 0.7467 -0.0449 -0.1369 -0.219 -0.024 -0.010
C -0.0866 1.0536 0.0893 -0.134 -0.148 0.022
N -1.3319 0.5878 0.1930 0.056 -0.025 -0.059
C -1.3663 -0.8475 -0.0411 -0.013 0.207 -0.072
O -2.3712 -1.4431 -0.4335 0.165 0.055 0.036
N 0.0403 -1.1755 -0.2322 -0.009 0.196 0.002
H 2.5168 -0.8764 -0.5364 0.001 0.095 0.063
H 2.5597 0.7867 -0.4577 -0.019 -0.114 0.063
H 0.1757 2.0800 0.3127 -0.016 -0.143 -0.034
H -2.1807 1.1287 0.2771 0.108 -0.072 0.011
H -0.8437 -1.1953 1.0461 0.062 -0.014 0.089
```
Forces are in eV/Å.

energy relative to the best compared isomer or geometry (same formula, charge and spin)	78.3	kcal/mol
orbital gap	7.750	eV
E_HOMO	-8.08	eV
calculated total energy	-9707.190	eV

[2]
# C3H8N2O2

A 2-piece molecular cluster, C3H8N2O2 overall (wB97M-V/def2-TZVPD, the Open Molecules 2025 dataset).

The geometry in XYZ format:
```
15
Properties=species:S:1:pos:R:3:forces:R:3
O 0.0154 2.0824 0.3052 -0.234 -0.382 -0.030
C -0.5202 1.0024 0.2016 0.173 0.198 -0.007
N -0.0399 -0.1164 -0.4137 0.116 0.168 0.052
C -0.8921 -1.2641 -0.2165 -0.087 -0.129 -0.005
C -2.0760 -0.6350 0.5554 -0.114 -0.252 -0.002
O -1.7554 0.7452 0.7134 0.074 0.131 -0.011
H 0.9774 -0.1628 -0.5173 -0.232 -0.002 0.008
H -0.3976 -2.0524 0.3633 -0.071 0.136 -0.057
H -1.2155 -1.6965 -1.1700 0.051 0.060 0.143
H -2.2043 -1.0756 1.5485 0.004 0.063 -0.140
H -3.0198 -0.7092 0.0104 0.124 0.001 0.049
N 2.6387 0.7397 0.0818 0.218 0.126 0.084
H 2.2274 1.6427 -0.1497 0.036 -0.100 -0.002
H 3.6252 0.7645 -0.1566 -0.116 0.003 0.008
H 2.5780 0.6793 1.0949 0.058 -0.021 -0.090
```
Forces are in eV/Å.

energy relative to the best compared isomer or geometry (same formula, charge and spin)	6.7	kcal/mol
orbital gap	10.530	eV
E_HOMO	-9.67	eV
SMILES	O=C1NCCO1.N
calculated total energy	-10316.661	eV

[3]
# C4H9NO

One molecule with the formula C4H9NO at a distorted geometry (wB97M-V/def2-TZVPD, the Open Molecules 2025 dataset).

The geometry in XYZ format:
```
15
Properties=species:S:1:pos:R:3:forces:R:3
C 0.5479 -2.0783 0.8276 -1.745 2.144 0.685
N 0.1806 -0.6133 1.1951 1.281 -2.109 -0.327
C -0.4729 0.0690 0.1142 -0.718 1.038 -0.824
C 0.2249 1.4172 -0.2527 -0.023 0.288 0.675
C -0.2244 1.9157 -1.6152 -1.826 -4.356 -1.157
O -0.9291 1.1170 -2.2893 1.703 2.951 1.244
H 0.6816 -2.4884 1.8519 0.773 -0.472 -1.197
H -0.3734 -2.4998 0.3864 0.405 -0.319 0.138
H 1.3206 -2.1095 0.0427 0.122 -0.145 0.943
H -0.4045 -0.7733 1.9968 -0.384 0.614 0.085
H -0.4348 -0.5180 -0.8198 -0.231 -0.016 0.541
H -1.5573 0.2842 0.3399 0.957 -0.267 -0.339
H 1.3355 1.2709 -0.2340 -0.784 0.225 -0.083
H -0.0156 2.1747 0.5256 0.341 -0.258 -0.416
H 0.1210 2.8321 -2.0692 0.129 0.681 0.032
```
Forces are in eV/Å.

energy relative to the best compared isomer or geometry (same formula, charge and spin)	52.6	kcal/mol
orbital gap	9.872	eV
E_HOMO	-8.87	eV
SMILES	CNCCC=O
calculated total energy	-7830.039	eV

[4]
# C25H37F5N2O25S2

A 9-piece molecular cluster, C25H37F5N2O25S2 overall at a distorted geometry (wB97M-V/def2-TZVPD, the Open Molecules 2025 dataset).

The geometry in XYZ format:
```
96
Properties=species:S:1:pos:R:3:forces:R:3
O 1.6424 -0.0132 -1.6405 -3.313 -1.890 1.593
C 0.8221 -0.6506 -0.9711 3.267 0.719 0.558
O 0.3636 -1.8895 -1.1683 1.342 0.449 -2.649
C -0.4736 -2.3225 -0.1582 -0.193 -0.108 1.658
C 0.0212 -1.4107 1.0219 -2.477 -0.295 -0.770
F 1.0220 -1.8611 1.7870 0.217 -0.708 0.115
O 0.4699 -0.3112 0.3307 0.626 1.620 -1.351
H -1.4852 -2.1354 -0.5184 -0.181 0.237 0.707
H -0.4196 -3.3961 0.0224 0.549 0.147 0.062
H -0.8327 -1.0927 1.6199 0.209 -0.157 0.439
O -1.2879 1.6927 7.5227 0.221 -0.378 -0.167
C -0.9340 1.0288 6.6081 -0.189 0.591 -0.699
O -1.3389 1.2105 5.3059 0.106 -0.150 1.111
C -0.9413 0.0540 4.5803 -1.551 0.627 -0.853
C 0.2089 -0.4967 5.3440 -2.036 -0.296 0.073
F 1.2946 -0.0005 4.7406 1.394 -0.105 0.865
O -0.0624 -0.0239 6.6659 0.731 0.058 -0.516
H -1.7867 -0.6323 4.5313 0.060 -0.057 0.039
H -0.6899 0.3904 3.5744 0.248 -0.231 0.059
H 0.1212 -1.5830 5.3646 1.056 -0.028 0.104
O -1.0562 -4.1897 2.8426 -2.770 1.547 0.948
C -2.1451 -3.8489 3.2969 3.107 -1.447 -0.808
O -2.9693 -4.6914 3.9046 0.351 -0.933 0.272
C -4.2120 -4.0892 4.0542 -1.905 -0.517 1.073
C -3.9476 -2.6055 3.9553 0.369 -0.741 -1.366
F -3.8074 -2.0125 5.1654 -0.111 0.030 -0.068
O -2.6794 -2.6157 3.3001 -0.011 0.995 -0.256
H -4.9174 -4.5668 3.3742 0.113 0.697 -0.795
H -4.7093 -4.3217 4.9959 0.685 0.017 0.512
H -4.6600 -2.0898 3.3113 0.138 0.396 0.353
O -1.1454 2.8469 -4.6573 0.447 -4.382 0.002
C -1.0885 1.6059 -4.6110 -1.230 3.107 0.248
O -2.1395 0.7949 -5.0109 0.879 -0.301 0.256
C -1.6649 -0.5944 -5.0190 0.283 1.107 -0.851
C -0.5573 -0.5118 -3.9955 0.085 0.296 -0.542
F 0.5063 -1.2603 -4.2625 0.668 -0.726 -0.477
O -0.0810 0.8755 -4.0698 -1.640 -0.860 0.174
H -2.4015 -1.3576 -4.7678 -0.399 0.667 0.286
H -1.3309 -0.8108 -6.0337 0.353 0.003 0.028
H -0.9976 -0.9108 -3.0817 0.494 1.077 0.857
O 6.6673 0.5990 2.6512 -3.977 -0.465 -1.459
C 5.5445 0.5542 2.1166 4.366 -2.333 -0.364
O 5.0489 -0.5398 1.3982 0.797 -0.094 0.864
C 3.9000 -0.1697 0.6438 -0.094 1.729 0.220
C 3.4020 1.0908 1.4933 2.099 -1.348 -1.889
F 2.6927 0.6660 2.5236 -0.416 -0.133 1.348
O 4.7536 1.5458 1.9241 -3.327 2.316 0.460
H 4.1810 0.1566 -0.3575 0.286 0.324 0.027
H 3.2473 -1.0204 0.4478 -0.173 0.144 0.928
H 2.8733 1.9185 1.0206 0.619 -0.211 -0.210
O -0.3321 -5.6291 -0.8899 1.087 0.942 -2.128
S 0.3033 -5.1326 -2.1038 0.709 0.810 -0.770
O 1.6842 -4.6329 -2.1184 -3.122 -1.628 0.176
O 0.0359 -6.1733 -3.3575 3.498 0.254 2.173
C -1.1367 -5.9147 -4.0373 -0.370 1.147 -0.055
C -1.0917 -4.3044 -4.0708 -0.321 -2.636 -0.260
O -0.6335 -3.9383 -2.7984 0.239 -0.679 1.792
H -1.0340 -6.3589 -5.0273 -0.141 0.183 0.018
H -1.8163 -6.4938 -3.4121 -1.432 0.841 -0.558
H -2.0810 -3.8992 -4.2831 0.320 0.348 0.050
H -0.2686 -4.0677 -4.7450 -0.523 0.264 -0.606
O -4.0286 -1.4638 0.7038 0.364 1.104 -2.795
S -3.8895 -0.8650 -0.6304 0.033 1.203 -1.089
O -3.8807 -1.6828 -1.8749 -0.140 2.275 3.701
O -4.8853 0.4899 -0.7822 0.213 -3.669 0.395
C -4.2795 1.6389 -0.2287 0.531 1.041 -1.140
C -2.7548 1.3578 -0.1160 -0.193 1.715 2.006
O -2.5686 0.1588 -0.7196 0.044 -4.051 -1.545
H -4.4191 2.2913 -1.0906 0.009 0.812 0.575
H -4.7939 1.9988 0.6624 0.208 -0.222 -0.004
H -2.3284 1.3026 0.8856 -0.636 -0.024 0.543
H -2.1175 2.1260 -0.5541 -0.329 -0.089 -0.704
C 2.8224 5.8779 0.5544 -0.020 0.039 0.232
N 2.0819 4.6367 0.8107 0.637 0.893 -1.245
C 1.2229 4.4381 1.8226 1.244 -2.307 0.807
C 0.5633 3.0573 1.8388 -0.796 0.394 -1.010
O 1.1765 5.1138 2.8094 -0.742 1.993 1.106
H 3.5709 6.1364 1.3034 -0.222 -0.229 0.407
H 2.1622 6.7384 0.4457 -0.159 -0.075 0.116
H 3.3984 5.8037 -0.3680 -0.272 -0.391 -0.142
H 2.2930 3.8954 0.1580 -0.384 0.025 -0.181
H -0.5116 3.1787 1.7051 -0.202 0.249 -0.207
H 0.6138 2.5337 2.7935 0.735 0.152 -0.106
H 0.9152 2.5061 0.9668 -0.086 -0.519 0.270
C 1.3839 4.4025 -3.1559 0.451 -1.268 0.856
N 2.5227 3.4294 -3.3652 -1.936 2.140 -1.501
C 3.1643 2.7779 -2.3996 -0.545 1.285 -0.005
C 4.3090 2.0014 -2.8550 0.726 -0.453 0.035
O 2.8623 2.8711 -1.2198 -0.277 -0.181 0.563
H 0.5160 3.8259 -2.8359 0.019 0.113 0.172
H 1.0461 4.9467 -4.0378 0.686 -0.316 -0.247
H 1.6581 5.1086 -2.3720 -0.014 -0.025 -0.023
H 2.8606 3.4100 -4.3168 0.141 -0.313 0.361
H 5.0250 2.0959 -2.0386 0.210 -0.606 -0.214
H 4.7378 2.4015 -3.7738 -0.011 -0.243 0.004
H 3.9017 1.0005 -2.9979 0.595 -0.306 0.026
```
Forces are in eV/Å.

orbital gap	8.633	eV
E_HOMO	-9.04	eV
SMILES	O=C1OC[C@@H](F)O1.O=C1OC[C@@H](F)O1.O=C1OC[C@@H](F)O1.O=C1OC[C@@H](F)O1.O=C1OC[C@@H](F)O1.O=S1(=O)OCCO1.O=S1(=O)OCCO1.CNC(C)=O.CNC(C)=O
calculated total energy	-115946.887	eV

[5]
# C13H14I2N7O2SSeW

C13H14I2N7O2SSeW as an isolated structure at a distorted geometry (wB97M-V/def2-TZVPD, the Open Molecules 2025 dataset).

The geometry in XYZ format:
```
41
Properties=species:S:1:pos:R:3:forces:R:3
W -0.7922 -2.3654 1.9720 1.053 1.535 3.102
N 0.7415 -2.5860 4.2886 -0.022 0.027 0.134
N 1.8426 -1.8173 3.8934 -0.044 -0.188 -0.107
C 1.9269 -1.4825 2.5929 -0.511 -0.415 0.908
O 2.5215 -0.6247 2.0603 0.415 -0.185 -0.467
O 1.0148 -2.3807 1.8862 0.451 0.137 -0.552
H 0.3200 -2.1723 5.1169 -0.083 0.085 -0.013
H 1.0364 -3.5331 4.5228 0.009 -0.076 -0.029
H 2.5007 -1.4365 4.5616 -0.004 0.053 0.033
N 1.4244 1.5861 0.6179 -0.245 -0.137 0.048
C 0.4178 1.1768 -0.1345 0.249 0.000 0.698
S -0.0833 -0.5139 -0.1574 -0.093 -0.245 -0.257
N -0.2255 1.9889 -0.9402 -0.006 0.421 -0.411
C 0.1104 3.3247 -1.4156 -0.087 -0.530 0.285
C 1.3808 3.8722 -1.3497 0.293 0.061 -0.087
C 1.5969 5.1356 -1.8904 0.145 -0.219 0.111
C 0.5639 5.8329 -2.4861 -0.038 0.161 -0.074
C -0.7037 5.2768 -2.5383 -0.163 -0.125 0.032
C -0.9296 4.0174 -2.0062 -0.364 0.231 -0.034
H 1.9410 0.9185 1.1658 0.143 -0.052 -0.041
H 1.6623 2.5638 0.6883 -0.041 0.052 -0.034
H -1.0619 1.6002 -1.3485 0.002 0.030 -0.141
H 2.2292 3.3298 -0.9598 0.042 0.003 -0.067
H 2.5900 5.5623 -1.8577 0.003 -0.025 0.014
H 0.7466 6.8069 -2.9184 -0.008 0.016 0.030
H -1.5201 5.8236 -2.9892 -0.005 -0.030 -0.022
H -1.9259 3.5878 -2.0299 0.025 0.019 -0.069
I -2.0864 -4.1017 3.4107 0.299 0.303 -0.686
I -1.2465 -0.1048 3.2149 -0.103 -0.606 -0.518
Se -3.4759 -1.0348 -0.3275 -0.606 0.577 0.578
N -3.0291 -1.7600 -1.8156 -0.043 -0.061 -0.164
C -2.0848 -2.6663 -1.6059 0.148 -0.392 -0.204
C -1.3627 -3.4549 -2.5475 -0.085 0.107 0.057
C -0.3759 -4.2690 -2.0507 -0.024 -0.113 0.123
C -0.0769 -4.3096 -0.6717 0.285 -0.325 0.027
N -0.7663 -3.6227 0.2370 -0.321 0.707 -0.584
C -1.7591 -2.8369 -0.2464 -0.497 -0.342 -0.308
N -2.3944 -2.0900 0.6733 -0.285 -0.567 -1.296
H -1.5802 -3.3938 -3.6079 -0.015 -0.004 0.029
H 0.1990 -4.9001 -2.7154 0.032 0.011 0.038
H 0.7135 -4.9470 -0.2920 0.100 0.099 -0.081
```
Forces are in eV/Å.

energy relative to the best compared isomer or geometry (same formula, charge and spin)	33.0	kcal/mol
orbital gap (spin up / spin down)	3.504 / 3.498	eV
E_HOMO (spin up / spin down)	-16.19 / -16.19	eV
charge	+3
calculated total energy	-122414.125	eV

[6]
# C21H16ClNO5SSe2Te2V

C21H16ClNO5SSe2Te2V as an isolated structure (wB97M-V/def2-TZVPD, the Open Molecules 2025 dataset).

The geometry in XYZ format:
```
50
Properties=species:S:1:pos:R:3:forces:R:3
V -0.1636 0.2972 -1.5780 0.162 0.059 -0.718
C 1.1516 -0.6851 2.4761 -0.007 -0.007 0.030
C 1.6188 0.6240 1.8990 -0.071 -0.051 0.057
C 0.7129 1.6680 1.7149 0.096 -0.014 0.057
C 1.1138 2.8688 1.1470 0.034 0.003 0.047
C 2.4423 3.0511 0.7800 -0.013 -0.019 -0.046
C 3.3566 2.0265 0.9752 -0.009 0.002 0.000
C 2.9433 0.8205 1.5259 0.058 0.105 0.079
H 0.9251 -0.5855 3.5404 0.006 0.008 0.002
H 1.9128 -1.4586 2.3643 -0.003 0.008 0.021
H 0.2431 -1.0235 1.9748 0.004 0.028 0.054
H -0.3170 1.5192 2.0167 -0.002 0.027 -0.092
H 0.3855 3.6489 0.9671 0.000 -0.029 0.002
H 2.7556 3.9814 0.3231 0.003 0.004 0.001
H 4.3894 2.1552 0.6752 0.007 0.007 0.000
H 3.6566 0.0129 1.6543 -0.001 0.051 0.052
Se -1.4557 1.3620 -3.4126 -0.108 -0.049 0.015
Te -0.1208 0.6242 -5.4108 -0.014 0.015 0.004
Te 1.5237 -0.7844 -3.7995 0.088 0.075 0.191
Se 2.1074 1.1085 -2.2646 -0.211 0.017 0.175
O -1.7606 3.4190 -0.3800 -0.045 -0.071 0.009
C -2.2854 2.3281 -0.2869 -0.041 0.242 -0.037
N -1.6393 1.1217 -0.2909 0.232 -0.310 -0.007
S -2.6505 -0.1451 -0.0587 -0.049 0.176 0.269
O -2.5078 -1.0097 -1.2012 0.004 -0.085 -0.139
O -2.5188 -0.7210 1.2490 -0.040 -0.008 0.042
C -4.1391 0.8083 -0.1018 0.078 0.130 0.002
C -5.4550 0.4000 -0.0093 0.041 0.000 -0.019
C -6.4263 1.3919 -0.0289 -0.023 0.021 0.001
C -6.0761 2.7380 -0.1215 -0.023 0.005 0.004
C -4.7460 3.1271 -0.1968 0.024 -0.020 -0.002
C -3.7781 2.1391 -0.1861 -0.025 -0.115 0.030
H -5.7149 -0.6471 0.0670 0.000 0.001 -0.003
H -7.4719 1.1169 0.0277 0.002 -0.002 0.001
H -6.8570 3.4879 -0.1359 0.002 -0.001 0.000
H -4.4515 4.1655 -0.2710 -0.002 0.001 0.002
Cl 6.2264 -4.3212 -0.3360 0.027 -0.008 0.003
C 4.5665 -3.7829 -0.3627 -0.013 -0.025 -0.001
C 3.5594 -4.7168 -0.5550 0.005 0.041 0.012
C 2.2438 -4.2836 -0.5732 0.004 -0.010 0.014
C 1.9413 -2.9361 -0.4169 -0.001 -0.005 0.082
C 2.9665 -2.0170 -0.2276 -0.013 -0.004 -0.155
C 4.2889 -2.4378 -0.1954 -0.059 -0.004 -0.003
C 0.4956 -2.5007 -0.4533 0.132 -0.053 -0.132
O -0.3987 -3.3120 -0.3797 0.027 0.055 -0.035
O 0.3499 -1.2056 -0.5730 -0.277 -0.061 0.228
H 3.8086 -5.7607 -0.6860 0.002 -0.001 0.002
H 1.4288 -4.9817 -0.7099 -0.006 -0.003 0.002
H 2.7262 -0.9663 -0.1214 0.008 -0.131 -0.099
H 5.0937 -1.7295 -0.0530 0.013 0.004 -0.001
```
Forces are in eV/Å.

energy relative to the best compared isomer or geometry (same formula, charge and spin)	10.7	kcal/mol
orbital gap (spin up / spin down)	6.726 / 6.895	eV
E_HOMO (spin up / spin down)	-4.73 / -4.78	eV
spin multiplicity	3
charge	-1
calculated total energy	-228095.102	eV